No. 1
Molecular formula: C21H24N2O6
Method: DFT, the ωB97M-V functional and the def2-TZVPD basis

Structure (XYZ):
```
53
Properties=species:S:1:pos:R:3:mulliken_charge:R:1
C -0.417 3.199 -6.644 -1.28
C -0.054 1.738 -6.880 -0.31
C -1.111 0.796 -6.307 -0.50
C -0.723 -0.671 -6.500 -0.81
O 0.477 -1.012 -5.832 -0.47
C 0.489 -1.185 -4.492 0.95
C 1.752 -1.414 -3.931 -0.66
C 1.897 -1.621 -2.580 -0.52
C 0.778 -1.606 -1.746 0.00
C 0.881 -1.813 -0.295 0.79
O -0.046 -1.774 0.483 -0.66
O 2.140 -2.071 0.114 -0.24
C 2.268 -2.242 1.513 -0.48
C 1.657 -1.037 2.245 0.53
O 1.825 0.092 1.851 -0.70
N 0.988 -1.401 3.376 -0.11
C 0.305 -0.602 4.270 1.32
C 0.172 0.774 4.079 -0.78
C -0.508 1.587 4.966 0.73
C -0.615 3.052 4.698 -1.80
C -1.096 1.028 6.115 1.08
C -1.834 1.883 7.097 -1.68
C -0.979 -0.328 6.316 -0.79
C -0.293 -1.159 5.422 -0.87
N -0.248 -2.541 5.749 1.09
O -0.797 -2.912 6.766 -0.67
O 0.343 -3.317 5.001 -0.76
C -0.479 -1.382 -2.302 -0.95
C -0.630 -1.172 -3.658 -0.20
H -0.498 3.406 -5.579 0.32
H -1.369 3.437 -7.113 0.32
H 0.345 3.852 -7.063 0.37
H 0.907 1.519 -6.411 0.27
H 0.049 1.556 -7.952 0.28
H -1.237 1.006 -5.243 0.34
H -2.069 0.966 -6.803 0.45
H -0.506 -0.860 -7.555 0.42
H -1.539 -1.335 -6.191 0.37
H 2.604 -1.422 -4.592 0.42
H 2.874 -1.791 -2.156 0.46
H 3.342 -2.283 1.708 0.21
H 1.788 -3.176 1.822 0.32
H 0.933 -2.395 3.609 0.21
H 0.620 1.204 3.198 0.62
H -1.661 3.348 4.625 0.35
H -0.112 3.312 3.772 0.37
H -0.169 3.620 5.513 0.34
H -2.213 1.282 7.919 0.36
H -1.178 2.653 7.501 0.34
H -2.673 2.382 6.614 0.34
H -1.422 -0.791 7.185 0.47
H -1.338 -1.373 -1.649 0.45
H -1.619 -1.005 -4.053 0.36
```

Its SMILES is CCCCOc1ccc(C(=O)OCC(=O)Nc2cc(C)c(C)cc2[N+](=O)[O-])cc1. The energy relative to the best compared isomer or geometry (same formula, charge and spin) comes out at 67.0 kcal per mole. For the orbital gap, the calculation gives 8.148 eV. For the lowest unoccupied orbital energy, the calculation gives -0.58 eV. Its net charge is 0.

***

No. 2
Molecular formula: C21H24N2O6S
Method: DFT, the ωB97M-V functional and the def2-TZVPD basis

Structure (XYZ):
```
54
Properties=species:S:1:pos:R:3:mulliken_charge:R:1
C 1.832 -3.450 -0.664 -1.94
C 2.097 -2.162 0.054 1.47
C 2.479 -2.186 1.387 -0.92
C 2.698 -1.010 2.079 -0.79
C 2.496 0.201 1.449 -0.59
C 2.093 0.241 0.118 0.52
N 1.841 1.490 -0.479 -0.21
C 1.220 2.523 0.125 0.78
O 0.983 2.631 1.311 -0.68
C 0.832 3.633 -0.867 -1.33
N -0.329 3.268 -1.651 0.01
C -0.223 2.494 -2.739 0.84
O 0.837 2.111 -3.200 -0.74
C -1.559 2.214 -3.447 -0.88
O -2.304 1.158 -2.843 -0.32
C -2.948 1.406 -1.713 0.69
O -3.009 2.486 -1.177 -0.72
C -3.680 0.171 -1.216 -0.61
C -3.195 -0.171 0.182 -0.89
S -1.411 -0.548 -0.008 1.33
O -1.313 -1.733 -0.819 -0.78
O -0.813 0.658 -0.519 -0.19
C -0.832 -0.907 1.644 0.31
C -0.499 0.127 2.495 -0.11
C -0.109 -0.176 3.790 -0.83
C -0.061 -1.495 4.210 -0.43
C -0.393 -2.523 3.340 -0.80
C -0.784 -2.228 2.046 -0.56
C 1.928 -0.943 -0.612 0.82
C 1.559 -0.971 -2.065 -1.76
H 1.951 -4.295 0.010 0.41
H 2.514 -3.581 -1.504 0.39
H 0.815 -3.449 -1.055 0.29
H 2.609 -3.136 1.886 0.36
H 3.015 -1.035 3.111 0.43
H 2.638 1.124 1.984 0.44
H 1.813 1.498 -1.493 0.28
H 1.661 3.820 -1.556 0.36
H 0.598 4.539 -0.306 0.41
H -1.240 3.356 -1.214 0.34
H -1.350 1.871 -4.462 0.38
H -2.164 3.129 -3.461 0.40
H -3.468 -0.659 -1.890 0.34
H -4.752 0.385 -1.211 0.39
H -3.690 -1.048 0.589 0.46
H -3.275 0.677 0.856 0.47
H -0.506 1.144 2.138 0.25
H 0.166 0.621 4.463 0.45
H 0.246 -1.727 5.219 0.42
H -0.344 -3.550 3.669 0.43
H -1.036 -2.999 1.335 0.46
H 2.256 -1.604 -2.614 0.45
H 0.561 -1.396 -2.171 0.18
H 1.550 0.006 -2.535 0.53
```

Its SMILES is Cc1cccc(NC(=O)CNC(=O)COC(=O)CCS(=O)(=O)c2ccccc2)c1C. The energy relative to the best compared isomer or geometry (same formula, charge and spin) comes out at 0.0 kcal per mole. For the orbital gap, the calculation gives 8.460 eV. For the lowest unoccupied orbital energy, the calculation gives 0.37 eV. Its net charge is 0.

***

No. 3
Molecular formula: C21H24N2O7S
Method: DFT, the ωB97M-V functional and the def2-TZVPD basis

Structure (XYZ):
```
55
Properties=species:S:1:pos:R:3:mulliken_charge:R:1
C -2.468 -1.320 3.293 -1.85
C -1.308 -1.353 2.347 1.24
C -0.008 -1.457 2.820 -0.91
C 1.077 -1.409 1.961 -0.49
C 0.842 -1.287 0.607 -0.08
S 2.187 -1.097 -0.545 1.59
O 1.906 0.011 -1.411 -0.66
O 3.436 -1.055 0.175 -0.80
N 2.050 -2.507 -1.453 0.05
C 2.468 -3.664 -0.699 -0.87
C 2.611 -2.413 -2.783 -0.96
C -0.436 -1.211 0.095 -0.90
C -1.520 -1.224 0.964 0.00
N -2.821 -0.962 0.515 -0.06
C -3.189 -0.798 -0.796 0.32
O -2.782 -1.470 -1.709 -0.60
C -4.059 0.463 -1.007 0.34
C -4.810 0.443 -2.321 -1.56
O -3.039 1.477 -1.071 -0.35
C -2.448 1.835 0.086 0.55
O -2.965 1.660 1.170 -0.64
C -1.076 2.316 -0.124 -0.12
C -0.632 2.822 -1.345 -0.50
C 0.709 3.068 -1.537 -0.84
C 1.637 2.775 -0.541 0.57
C 1.188 2.297 0.700 0.86
C -0.163 2.086 0.903 -0.61
O 2.046 2.017 1.728 -0.48
C 3.349 2.528 1.535 -0.56
C 3.810 2.289 0.099 -0.11
O 2.953 2.965 -0.802 -0.50
H -3.236 -2.031 2.992 0.39
H -2.909 -0.321 3.307 0.33
H -2.144 -1.559 4.302 0.44
H 0.157 -1.549 3.884 0.37
H 2.093 -1.443 2.319 0.53
H 1.953 -3.648 0.259 0.27
H 3.550 -3.666 -0.521 0.32
H 2.187 -4.565 -1.243 0.35
H 2.338 -1.438 -3.178 0.32
H 3.703 -2.510 -2.778 0.32
H 2.179 -3.196 -3.407 0.34
H -0.567 -1.098 -0.968 0.55
H -3.361 -0.435 1.194 0.34
H -4.720 0.658 -0.154 0.40
H -5.217 1.427 -2.536 0.40
H -5.618 -0.280 -2.267 0.39
H -4.128 0.153 -3.117 0.33
H -1.341 3.008 -2.135 0.50
H 1.080 3.449 -2.475 0.45
H -0.498 1.701 1.853 0.57
H 3.991 2.006 2.245 0.40
H 3.357 3.606 1.749 0.30
H 4.810 2.692 -0.068 0.40
H 3.795 1.213 -0.112 -0.04
```

Its SMILES is Cc1ccc(S(=O)(=O)N(C)C)cc1NC(=O)[C@H](C)OC(=O)c1ccc2c(c1)OCCO2. The energy relative to the best compared isomer or geometry (same formula, charge and spin) comes out at 14.9 kcal per mole. For the orbital gap, the calculation gives 8.838 eV. For the lowest unoccupied orbital energy, the calculation gives 0.62 eV. Its net charge is 0.

***

No. 4
Molecular formula: C21H24N2OP2Pm
Method: DFT, the ωB97M-V functional and the def2-TZVPD basis

Structure (XYZ):
```
51
Properties=species:S:1:pos:R:3:mulliken_charge:R:1
C -1.319 3.407 -3.543 -0.41
C -1.203 2.068 -3.191 -0.29
C 0.103 1.468 -3.279 0.56
C 1.211 2.216 -3.737 0.06
C 1.018 3.547 -4.097 -0.87
C -0.221 4.145 -3.938 -0.98
C 2.516 1.620 -3.434 0.08
C 2.497 0.131 -3.841 -0.10
C 1.391 -0.593 -3.372 1.19
C 1.392 -2.010 -3.210 -0.25
C 2.608 -2.644 -3.451 -0.46
C 3.720 -1.960 -3.935 -1.06
C 3.636 -0.599 -4.176 -0.90
H -2.314 3.818 -3.479 0.52
H 1.851 4.127 -4.451 0.49
H -0.388 5.164 -4.216 0.42
H 3.337 2.136 -3.984 0.84
H 2.632 -3.714 -3.260 0.44
H 4.623 -2.535 -4.124 0.41
H 4.501 -0.101 -4.572 0.45
N 0.396 0.180 -2.829 -0.21
Pm 0.389 0.327 -0.537 0.80
C -2.387 1.257 -2.643 -1.08
H -2.455 0.242 -3.081 0.41
H -3.314 1.807 -2.842 0.57
C 0.173 -2.738 -2.647 -1.14
H -0.746 -2.411 -3.143 0.42
H 0.310 -3.811 -2.782 0.61
P -2.310 1.105 -0.774 0.85
P -0.047 -2.485 -0.820 0.99
C 1.292 -3.577 -0.238 -1.39
H 1.224 -3.671 0.848 0.39
H 1.234 -4.572 -0.687 0.40
H 2.267 -3.145 -0.479 0.36
C -1.545 -3.452 -0.462 -1.19
H -1.428 -4.501 -0.756 0.42
H -1.737 -3.395 0.615 0.39
H -2.406 -3.023 -0.987 0.30
C -2.902 2.765 -0.350 -1.38
H -3.943 2.895 -0.659 0.42
H -2.842 2.879 0.733 0.39
H -2.298 3.552 -0.800 0.38
C -3.815 0.156 -0.425 -1.24
H -3.838 -0.032 0.650 0.42
H -4.698 0.731 -0.714 0.44
H -3.813 -0.804 -0.944 0.31
C 3.038 1.794 -1.927 -0.01
O 2.637 1.251 -0.907 -0.56
H 4.089 2.217 -2.158 0.37
N -1.201 -0.696 2.524 -0.56
C -0.913 -0.539 1.392 -0.04
```

Its spin multiplicity is 5. The energy relative to the best compared isomer or geometry (same formula, charge and spin) comes out at 0.0 kcal per mole. Its expectation value of S² is 6.008. For the orbital gap (spin up / spin down), the calculation gives 6.567 / 6.628 eV. For the lowest unoccupied orbital energy (spin up / spin down), the calculation gives -3.94 / -3.88 eV. Its net charge is +1.